# H32O20S

17 unconnected molecules or ions with the total composition H32O20S at a distorted geometry (ωB97M-V/def2-TZVPD, the OMol25 dataset).

Computed properties:
LUMO energy	4.620	eV
net charge	-2
frontier orbital gap	9.1	eV
E	-1922.25935	Eh
energy above the lowest of the compared OMol25 structures with the same formula, charge and spin	4.7325	eV

Atoms and positions in Å:
S 0.029 -0.106 -0.156
O -0.382 0.633 0.984
O -1.044 -0.793 -0.858
O 0.705 0.797 -1.117
O 1.035 -1.059 0.278
O -2.068 -0.982 -3.212
H -1.447 -1.455 -3.658
H -1.727 -0.812 -2.313
O -1.383 -3.365 -0.497
H -1.192 -2.269 -0.641
H -0.507 -3.666 -0.682
O 2.276 0.694 -3.057
H 1.675 0.772 -2.242
H 2.238 -0.147 -3.290
O -3.785 1.600 1.199
H -2.932 1.894 1.697
H -3.882 2.202 0.481
O -0.080 -2.808 -3.837
H 0.698 -2.662 -4.293
H -0.076 -2.816 -2.836
O -0.941 3.983 0.012
H -1.289 3.654 0.844
H -0.189 3.430 -0.230
O 1.243 -3.664 -1.062
H 1.358 -4.547 -0.527
H 1.567 -2.845 -0.579
O 1.467 -2.324 2.390
H 1.184 -1.801 1.591
H 0.672 -2.744 2.716
O -1.530 2.699 2.411
H -1.345 2.422 3.349
H -1.293 1.805 1.926
O 3.105 -0.235 3.027
H 3.803 -0.125 2.354
H 2.599 -1.173 2.798
O -3.529 -0.892 0.217
H -2.585 -0.855 0.014
H -3.575 -0.020 0.386
O -0.972 2.448 -2.276
H -1.414 2.973 -1.523
H -0.440 1.717 -1.983
O -1.346 -0.375 3.126
H -1.518 -1.306 3.043
H -1.049 -0.007 2.179
O 1.344 2.147 2.232
H 1.855 1.486 2.627
H 0.624 1.766 1.679
O 3.467 -0.574 -0.453
H 3.164 0.038 -1.225
H 2.589 -0.736 -0.258
O 1.571 2.997 -0.422
H 1.868 2.817 0.560
H 1.383 2.187 -0.897

---

# C6H12N

A gas-phase ion, C6H12N (charge +1) at a distorted geometry (ωB97M-V/def2-TZVPD, the OMol25 dataset).

Computed properties:
LUMO energy	-5.490	eV
net charge	+1
frontier orbital gap	8.9	eV
SMILES	C=[NH+]C(=C)CCC
E	-290.26619	Eh
energy above the lowest of the compared OMol25 structures with the same formula, charge and spin	1.5161	eV

Atoms and positions in Å:
C -2.189 -0.945 -0.445
C -0.762 -1.444 -0.637
C 0.165 -0.244 -1.095
C 0.313 0.796 -0.026
C -0.259 2.004 -0.095
C 1.920 -0.464 1.243
N 1.168 0.573 1.080
H -2.444 -0.185 -1.188
H -2.242 -0.318 0.455
H -2.899 -1.759 -0.335
H -0.627 -2.178 -1.425
H -0.447 -1.783 0.349
H -0.213 0.120 -2.041
H 1.134 -0.721 -1.259
H -0.293 2.777 0.662
H -0.906 2.179 -0.945
H 2.424 -0.589 2.190
H 1.808 -1.204 0.466
H 1.297 1.287 1.792